No. 1
{
  "formula": "C54H92B3IO21",
  "method": "ωB97M-V/def2-TZVPD",
  "smiles": "CCCCCCCCCCCCB1OB(I)OB(CCCCCCCCOC(C)=O)O1.O=C1CCCO1.O=C1CCCO1.O=C1CCCO1.O=C1CCCO1.O=C1CCCO1.O=C1CCCO1.O=C1CCCO1.O=C1CCCO1",
  "charge": 0,
  "molar_mass_g_mol": 1236.6,
  "e_tot_ha": -4065.5529,
  "lumo_energy_ev": 0.39,
  "homo_lumo_gap_ev": 9.98,
  "max_force_ev_per_a": 1.15,
  "elements": ["C", "C", "C", "C", "C", "C", "C", "C", "C", "C", "C", "C", "B", "O", "B", "I", "O", "B", "C", "C", "C", "C", "C", "C", "C", "C", "O", "C", "C", "O", "O", "H", "H", "H", "H", "H", "H", "H", "H", "H", "H", "H", "H", "H", "H", "H", "H", "H", "H", "H", "H", "H", "H", "H", "H", "H", "H", "H", "H", "H", "H", "H", "H", "H", "H", "H", "H", "H", "H", "H", "H", "H", "H", "H", "H", "O", "C", "O", "C", "C", "C", "H", "H", "H", "H", "H", "H", "O", "C", "O", "C", "C", "C", "H", "H", "H", "H", "H", "H", "O", "C", "O", "C", "C", "C", "H", "H", "H", "H", "H", "H", "O", "C", "O", "C", "C", "C", "H", "H", "H", "H", "H", "H", "O", "C", "O", "C", "C", "C", "H", "H", "H", "H", "H", "H", "O", "C", "O", "C", "C", "C", "H", "H", "H", "H", "H", "H", "O", "C", "O", "C", "C", "C", "H", "H", "H", "H", "H", "H", "O", "C", "O", "C", "C", "C", "H", "H", "H", "H", "H", "H"],
  "coordinates": [[-4.490, 2.458, 3.660], [-4.078, 2.325, 2.197], [-4.756, 1.146, 1.470], [-3.805, 0.084, 0.886], [-2.550, -0.212, 1.714], [-1.216, 0.212, 1.074], [-0.097, -0.803, 1.298], [1.281, -0.198, 1.044], [2.441, -1.117, 1.409], [3.828, -0.493, 1.149], [4.653, -0.010, 2.372], [4.063, -0.289, 3.752], [3.100, 0.806, 4.288], [2.833, 0.910, 5.657], [2.376, 2.131, 6.059], [3.209, 3.139, 7.741], [1.444, 2.782, 5.279], [1.869, 2.871, 3.949], [1.640, 4.142, 3.076], [0.752, 3.888, 1.836], [1.561, 3.278, 0.682], [2.237, 4.354, -0.192], [1.373, 4.718, -1.398], [1.898, 5.867, -2.258], [2.104, 7.195, -1.505], [3.541, 7.669, -1.469], [4.422, 6.736, -0.823], [4.497, 6.807, 0.513], [5.396, 5.746, 1.058], [3.886, 7.612, 1.164], [2.504, 1.734, 3.451], [-4.150, 1.606, 4.253], [-4.089, 3.369, 4.113], [-5.580, 2.520, 3.735], [-2.991, 2.272, 2.109], [-4.379, 3.251, 1.694], [-5.500, 0.674, 2.119], [-5.327, 1.565, 0.636], [-4.364, -0.852, 0.803], [-3.546, 0.353, -0.141], [-2.483, -1.292, 1.854], [-2.623, 0.246, 2.705], [-1.369, 0.330, -0.005], [-0.889, 1.196, 1.436], [-0.279, -1.665, 0.651], [-0.138, -1.118, 2.349], [1.353, 0.734, 1.605], [1.383, 0.051, -0.020], [2.318, -1.484, 2.429], [2.345, -1.996, 0.761], [3.677, 0.362, 0.484], [4.439, -1.189, 0.571], [4.849, 1.061, 2.277], [5.639, -0.478, 2.328], [3.609, -1.281, 3.818], [4.880, -0.313, 4.483], [2.628, 4.479, 2.732], [1.227, 4.932, 3.706], [0.328, 4.837, 1.494], [-0.091, 3.240, 2.094], [0.921, 2.648, 0.055], [2.328, 2.610, 1.078], [2.383, 5.241, 0.437], [3.210, 3.998, -0.542], [0.364, 4.956, -1.038], [1.293, 3.827, -2.026], [2.852, 5.550, -2.695], [1.209, 6.011, -3.089], [1.708, 7.130, -0.489], [1.548, 7.988, -2.012], [3.630, 8.655, -1.014], [3.925, 7.740, -2.489], [5.741, 6.043, 2.046], [6.236, 5.568, 0.391], [4.829, 4.815, 1.116], [-2.738, -3.402, 0.938], [-2.603, -4.126, 1.883], [-2.053, -3.680, 3.039], [-1.913, -4.765, 3.977], [-2.927, -5.811, 3.533], [-2.950, -5.595, 2.021], [-0.886, -5.132, 3.921], [-2.091, -4.377, 4.977], [-2.667, -6.820, 3.836], [-3.905, -5.580, 3.951], [-2.184, -6.182, 1.512], [-3.917, -5.800, 1.571], [0.554, 4.297, -4.607], [-0.290, 3.453, -4.535], [-1.517, 3.630, -5.053], [-2.358, 2.504, -4.727], [-1.398, 1.349, -4.456], [-0.202, 2.096, -3.869], [-2.914, 2.744, -3.831], [-3.030, 2.332, -5.564], [-1.820, 0.598, -3.793], [-1.114, 0.860, -5.388], [-0.297, 2.244, -2.791], [0.756, 1.631, -4.089], [4.314, 2.534, -8.628], [3.494, 3.364, -8.356], [2.178, 3.108, -8.492], [1.395, 4.264, -8.149], [2.307, 5.101, -7.265], [3.692, 4.774, -7.827], [1.115, 4.780, -9.070], [0.493, 3.928, -7.644], [2.049, 6.158, -7.274], [2.237, 4.746, -6.239], [3.986, 5.419, -8.658], [4.477, 4.781, -7.076], [1.111, -1.365, -6.069], [2.260, -1.226, -6.375], [2.909, -0.056, -6.193], [4.243, -0.125, -6.741], [4.579, -1.613, -6.770], [3.202, -2.234, -7.010], [4.230, 0.332, -7.729], [4.900, 0.456, -6.099], [5.323, -1.868, -7.521], [4.961, -1.932, -5.799], [2.962, -2.305, -8.072], [3.084, -3.209, -6.545], [-4.465, -7.171, 5.782], [-5.610, -6.992, 6.076], [-6.589, -6.979, 5.143], [-7.852, -6.635, 5.740], [-7.699, -6.977, 7.220], [-6.209, -6.718, 7.443], [-8.028, -5.570, 5.576], [-8.631, -7.201, 5.236], [-8.359, -6.395, 7.859], [-7.918, -8.033, 7.380], [-6.003, -5.677, 7.700], [-5.754, -7.364, 8.188], [-3.463, 2.823, -1.658], [-3.751, 3.957, -1.398], [-2.920, 4.981, -1.689], [-3.447, 6.220, -1.185], [-4.948, 5.982, -1.038], [-4.994, 4.489, -0.710], [-2.965, 6.431, -0.228], [-3.193, 7.008, -1.889], [-5.408, 6.623, -0.289], [-5.445, 6.164, -1.991], [-4.896, 4.293, 0.359], [-5.877, 3.979, -1.085], [4.438, -5.027, -5.089], [4.726, -4.607, -4.009], [5.779, -3.774, -3.821], [5.960, -3.496, -2.422], [4.602, -3.770, -1.782], [4.058, -4.885, -2.675], [6.739, -4.160, -2.040], [6.293, -2.467, -2.320], [4.673, -4.029, -0.728], [3.968, -2.887, -1.870], [4.371, -5.876, -2.342], [2.978, -4.872, -2.789], [-2.921, -9.081, 2.386], [-2.796, -9.842, 3.297], [-1.690, -9.847, 4.079], [-1.753, -10.915, 5.037], [-3.237, -11.246, 5.168], [-3.751, -10.925, 3.765], [-1.174, -11.757, 4.650], [-1.297, -10.570, 5.961], [-3.417, -12.269, 5.492], [-3.700, -10.574, 5.891], [-3.662, -11.772, 3.083], [-4.771, -10.553, 3.744]]
}


No. 2
{
  "formula": "C15H16Cl2N2O2",
  "method": "ωB97M-V/def2-TZVPD",
  "charge": 0,
  "molar_mass_g_mol": 327.2,
  "e_tot_ha": -1761.0650,
  "lumo_energy_ev": 0.31,
  "homo_lumo_gap_ev": 8.96,
  "max_force_ev_per_a": 19.32,
  "e_above_lowest_ev": 13.930,
  "elements": ["O", "C", "N", "H", "C", "C", "C", "C", "C", "O", "H", "H", "H", "H", "H", "C", "N", "H", "C", "C", "C", "C", "C", "C", "C", "C", "Cl", "H", "Cl", "H", "H", "H", "H", "H", "H", "H", "H"],
  "coordinates": [[-2.541, -2.507, 1.115], [-2.135, -1.343, 1.023], [-0.938, -0.763, 1.406], [-0.878, 0.102, 1.267], [0.015, -1.892, 1.679], [0.914, -2.041, 0.778], [0.699, -2.437, -0.411], [2.063, -2.405, -1.260], [2.899, -2.106, -0.228], [2.325, -1.885, 0.987], [3.964, -1.900, -0.074], [2.225, -2.600, -2.246], [-0.126, -2.670, -1.177], [0.538, -1.191, 2.721], [-0.478, -2.681, 2.005], [-3.333, -0.259, 0.741], [-2.518, 0.794, 0.224], [-3.173, 1.727, 0.356], [-1.967, 0.980, -1.258], [-1.137, 2.078, -1.376], [0.170, 1.818, -0.909], [1.115, 1.241, -1.328], [2.458, 1.028, -0.847], [2.624, 1.393, 0.569], [1.697, 2.186, 0.851], [0.564, 2.280, 0.468], [-0.690, 2.965, 1.370], [1.914, 2.521, 2.068], [4.129, 1.015, 1.262], [3.276, 0.364, -1.377], [1.066, 0.911, -2.542], [-1.592, 2.940, -1.286], [-0.922, 2.126, -2.552], [-1.565, -0.206, -1.329], [-2.928, 0.824, -1.925], [-3.805, 0.224, 1.543], [-3.927, -0.632, -0.308]]
}


No. 3
{
  "formula": "C22H52Al2Br2ClF2MgN2O8P2",
  "method": "ωB97M-V/def2-TZVPD",
  "charge": 3,
  "molar_mass_g_mol": 846.1,
  "e_tot_ha": -8755.0005,
  "lumo_energy_ev": -11.96,
  "homo_lumo_gap_ev": 2.10,
  "max_force_ev_per_a": 7.69,
  "elements": ["C", "C", "C", "F", "P", "Cl", "N", "C", "C", "C", "O", "H", "H", "H", "H", "H", "H", "H", "H", "H", "H", "H", "H", "Mg", "C", "C", "N", "C", "C", "C", "C", "H", "H", "H", "H", "H", "H", "H", "H", "H", "H", "H", "H", "H", "H", "H", "Br", "O", "P", "O", "C", "C", "O", "C", "C", "O", "C", "C", "H", "H", "H", "H", "H", "H", "H", "H", "H", "H", "H", "H", "H", "H", "H", "O", "C", "C", "O", "H", "H", "H", "H", "Al", "C", "C", "O", "H", "H", "H", "H", "H", "H", "F", "Br", "Al"],
  "coordinates": [[-1.721, 3.338, -3.635], [-0.495, 2.413, -3.809], [-0.702, 1.060, -3.076], [-2.000, 0.654, -3.072], [0.354, -0.257, -3.925], [0.861, -1.567, -2.349], [1.834, 0.501, -4.552], [1.863, 0.611, -6.022], [3.024, 0.033, -3.978], [3.955, -0.998, -4.593], [3.376, 0.497, -2.883], [-1.550, 4.235, -4.241], [-1.903, 3.611, -2.587], [-2.646, 2.871, -4.002], [-0.392, 2.211, -4.891], [0.428, 2.907, -3.481], [-0.308, 1.185, -2.051], [0.940, 1.119, -6.361], [2.776, 1.276, -6.312], [1.948, -0.358, -6.558], [4.015, -1.910, -3.983], [3.691, -1.242, -5.630], [5.003, -0.516, -4.660], [-1.511, -2.472, -1.197], [5.896, 0.534, -0.946], [5.243, 0.479, 0.432], [5.928, -0.381, 1.362], [5.167, -0.644, 2.575], [4.881, 0.542, 3.502], [7.346, -0.109, 1.555], [7.737, 1.291, 2.049], [5.992, -0.466, -1.376], [5.284, 1.132, -1.625], [6.883, 0.994, -0.910], [4.224, 0.097, 0.295], [5.141, 1.505, 0.817], [5.669, -1.428, 3.147], [4.209, -1.085, 2.282], [5.761, 0.834, 4.070], [4.117, 0.263, 4.229], [4.508, 1.415, 2.965], [7.860, -0.293, 0.607], [7.759, -0.857, 2.234], [7.192, 2.086, 1.538], [8.799, 1.452, 1.863], [7.586, 1.399, 3.121], [5.510, 1.476, -4.655], [-8.943, -3.519, -0.533], [-8.416, -2.395, 0.303], [-6.824, -2.877, 0.438], [-5.996, -2.748, -0.684], [-5.624, -1.301, -0.989], [-9.029, -2.862, 1.737], [-10.152, -3.756, 1.837], [-9.681, -5.178, 2.059], [-8.053, -0.910, 0.920], [-7.889, -0.619, 2.322], [-6.771, -1.367, 3.014], [-6.490, -3.199, -1.562], [-5.094, -3.323, -0.472], [-6.498, -0.721, -1.293], [-4.889, -1.250, -1.795], [-5.179, -0.795, -0.051], [-10.796, -3.675, 0.964], [-10.742, -3.430, 2.694], [-8.943, -5.482, 1.315], [-10.519, -5.874, 2.019], [-9.199, -5.270, 3.033], [-8.837, -0.751, 2.842], [-7.665, 0.448, 2.365], [-6.979, -2.435, 3.085], [-6.652, -0.989, 4.030], [-5.832, -1.246, 2.477], [-1.968, 4.887, -0.862], [-2.397, 5.540, 0.104], [-4.169, 5.493, 0.053], [-4.564, 6.160, 1.005], [-2.150, 6.612, 0.150], [-2.145, 5.185, 1.117], [-4.396, 4.413, 0.036], [-4.408, 5.837, -0.968], [2.984, 2.356, -2.638], [7.317, -2.481, 5.796], [6.848, -1.220, 6.498], [7.739, -0.141, 6.227], [8.322, -2.747, 6.123], [6.647, -3.318, 6.003], [7.361, -2.328, 4.713], [6.825, -1.370, 7.576], [5.840, -0.940, 6.168], [7.752, -0.005, 5.275], [-4.713, 0.122, 0.930], [3.696, 3.080, -5.957], [1.741, 0.952, -8.707]]
}